# 1
{
  "formula": "C41H99NO17",
  "method": "the ωB97M-V functional and the def2-TZVPD basis",
  "species": ["C", "C", "C", "C", "C", "C", "C", "C", "C", "N", "O", "H", "H", "H", "H", "H", "H", "H", "H", "H", "H", "H", "H", "H", "H", "H", "H", "H", "H", "H", "C", "O", "C", "C", "O", "C", "H", "H", "H", "H", "H", "H", "H", "H", "H", "H", "C", "O", "C", "C", "O", "C", "H", "H", "H", "H", "H", "H", "H", "H", "H", "H", "C", "O", "C", "C", "O", "C", "H", "H", "H", "H", "H", "H", "H", "H", "H", "H", "C", "O", "C", "C", "O", "C", "H", "H", "H", "H", "H", "H", "H", "H", "H", "H", "C", "O", "C", "C", "O", "C", "H", "H", "H", "H", "H", "H", "H", "H", "H", "H", "C", "O", "C", "C", "O", "C", "H", "H", "H", "H", "H", "H", "H", "H", "H", "H", "C", "O", "C", "C", "O", "C", "H", "H", "H", "H", "H", "H", "H", "H", "H", "H", "C", "O", "C", "C", "O", "C", "H", "H", "H", "H", "H", "H", "H", "H", "H", "H"],
  "xyz": [[8.91412, 9.09925, -2.07593], [7.79081, 9.70364, -1.25428], [6.99379, 8.69389, -0.45979], [8.69804, 10.56446, -0.20188], [7.92864, 11.64136, 0.66992], [7.08961, 12.54176, -0.31380], [6.22741, 11.70408, -1.29710], [4.97959, 11.29018, -0.57962], [5.94122, 12.71080, -2.38130], [7.00962, 10.72613, -2.00260], [6.40177, 10.14837, -3.15689], [9.19862, 9.78397, -2.87488], [9.65177, 8.63162, -1.42379], [8.54676, 8.29151, -2.70894], [6.20078, 8.18773, -1.01029], [7.69268, 7.90315, -0.18707], [6.49766, 9.03924, 0.44724], [9.02822, 9.94810, 0.63429], [9.55034, 11.08452, -0.63917], [7.25214, 11.12511, 1.35105], [8.66711, 12.19641, 1.24844], [7.79191, 13.29105, -0.67910], [6.40101, 13.22759, 0.17973], [4.38569, 10.99885, -1.44594], [4.57195, 12.12734, -0.01297], [5.03448, 10.36505, -0.00585], [5.64684, 13.59676, -1.81870], [5.13643, 12.35090, -3.02230], [6.77147, 13.01701, -3.01772], [6.98355, 10.37109, -3.88732], [-1.83572, -3.09668, -0.35072], [-1.54429, -1.74069, -0.57669], [-0.22203, -1.29418, -0.60525], [-0.30679, 0.16283, -1.12172], [0.78867, 0.70216, -1.79141], [0.67480, 2.05107, -2.31514], [-1.39160, -3.79913, -1.05599], [-2.92024, -3.20557, -0.34197], [-1.38644, -3.29730, 0.62191], [0.42261, -1.88997, -1.25145], [0.20844, -1.28233, 0.39608], [-0.48742, 0.83144, -0.28003], [-1.23742, 0.34753, -1.65829], [-0.07683, 2.00407, -3.10314], [1.60994, 2.33778, -2.79619], [0.36456, 2.66347, -1.46849], [9.59917, 0.04037, -6.60167], [8.70867, 1.08077, -6.15461], [7.84810, 0.69619, -5.08930], [8.15830, 1.17836, -3.65146], [9.40979, 0.57256, -3.06636], [10.05763, 1.48693, -2.23850], [9.07317, -0.68251, -7.22526], [10.08871, -0.50665, -5.79593], [10.35558, 0.36641, -7.31556], [7.94319, -0.37989, -4.94398], [6.84616, 0.99335, -5.39902], [7.41800, 1.04798, -2.86213], [8.03842, 2.24914, -3.81629], [10.10659, 2.54405, -2.49963], [11.08697, 1.16043, -2.09029], [9.65223, 1.61771, -1.23518], [3.04024, -2.79350, 9.31004], [2.52786, -1.45551, 9.23245], [2.64783, -0.86278, 7.91955], [2.29325, 0.64649, 7.87048], [1.96444, 1.10799, 6.48935], [2.16701, 2.49070, 6.29189], [4.12113, -2.88866, 9.20647], [2.54187, -3.43515, 8.58340], [2.85736, -3.17807, 10.31341], [2.02898, -1.32997, 7.15347], [3.70176, -0.90554, 7.64477], [3.14125, 1.23668, 8.21787], [1.47875, 0.83894, 8.56880], [1.70549, 3.32772, 6.81581], [1.79839, 2.51901, 5.26650], [3.17646, 2.83379, 6.06521], [-3.37088, 10.35829, -1.02159], [-3.72804, 11.01883, 0.12238], [-3.60736, 12.41745, 0.17616], [-4.20353, 12.95637, 1.50530], [-5.65017, 12.60452, 1.61130], [-6.60359, 13.55673, 1.23441], [-3.62578, 9.30483, -1.13719], [-2.30694, 10.48715, -1.22041], [-3.98831, 10.81539, -1.79486], [-4.15069, 12.90119, -0.63555], [-2.55880, 12.70814, 0.24018], [-4.21087, 14.04634, 1.50710], [-3.64363, 12.56452, 2.35445], [-6.71445, 14.35557, 1.96768], [-7.56999, 13.06974, 1.10393], [-6.20664, 13.85616, 0.26443], [-3.66793, -9.50297, 13.74422], [-4.28172, -8.42885, 13.00576], [-3.94236, -8.22753, 11.61387], [-5.10979, -7.80855, 10.79289], [-4.69555, -7.51248, 9.42439], [-4.52753, -6.08145, 9.30163], [-3.90499, -10.47509, 13.31193], [-3.95523, -9.51161, 14.79564], [-2.58076, -9.44780, 13.68832], [-3.32551, -9.01452, 11.18000], [-3.26013, -7.37787, 11.64117], [-5.59249, -7.10915, 11.47547], [-5.72585, -8.70763, 10.77756], [-5.36356, -5.42790, 9.55068], [-4.24961, -5.90448, 8.26262], [-3.67119, -5.71918, 9.87043], [-6.98209, -10.58411, 2.55157], [-7.53178, -11.18115, 1.30038], [-8.34604, -12.31407, 1.61471], [-9.47380, -12.68534, 0.57983], [-10.54578, -11.80275, 0.50346], [-11.50634, -11.77372, -0.53422], [-6.36845, -11.20272, 3.20644], [-7.89349, -10.26170, 3.05506], [-6.40797, -9.70375, 2.26268], [-8.89237, -12.15148, 2.54379], [-7.67380, -13.17201, 1.62653], [-9.84116, -13.71062, 0.62418], [-9.01237, -12.68211, -0.40767], [-12.20335, -10.93749, -0.47947], [-12.08603, -12.67068, -0.31622], [-10.96812, -11.81193, -1.48131], [0.86143, -3.43811, -6.39263], [-0.39470, -2.81803, -6.25963], [-0.58177, -1.77557, -7.21651], [-2.16322, -1.47964, -7.10685], [-2.89459, -2.35816, -7.97979], [-3.23665, -3.61239, -7.46061], [0.78218, -4.22988, -5.64769], [1.75411, -2.84906, -6.18226], [0.93689, -3.84331, -7.40169], [-0.38569, -2.13098, -8.22811], [0.01476, -0.90171, -6.95455], [-2.35297, -0.48062, -7.49934], [-2.46415, -1.55617, -6.06201], [-3.97635, -4.18273, -8.02245], [-3.75987, -3.43109, -6.52174], [-2.39546, -4.11957, -6.98810], [-2.75350, -11.01694, -6.18178], [-4.09113, -11.21921, -6.32620], [-4.92606, -10.89293, -5.21354], [-6.30239, -10.55548, -5.75309], [-6.26793, -9.43470, -6.64413], [-7.49005, -9.34363, -7.33980], [-2.29654, -10.93921, -7.16831], [-2.24080, -11.68983, -5.49445], [-2.44446, -10.08090, -5.71657], [-4.51361, -9.99024, -4.76284], [-4.84623, -11.62660, -4.41140], [-6.99477, -10.34377, -4.93828], [-6.79696, -11.41594, -6.20375], [-7.57628, -8.32506, -7.71819], [-8.37614, -9.49549, -6.72345], [-7.32671, -10.01441, -8.18329]],
  "e_lumo_ev": 0.57,
  "orbital_gap_ha": 0.329,
  "homo_energy_ev": -8.384,
  "relative_energy_kj_mol": 700.2,
  "largest_force_ev_per_a": 3.50,
  "energy_ev": -80401.1696
}

# 2
{
  "formula": "C42H100F6K2NO24S2",
  "method": "the ωB97M-V functional and the def2-TZVPD basis",
  "species": ["K", "K", "C", "F", "F", "F", "S", "O", "O", "N", "S", "O", "O", "C", "F", "F", "F", "C", "O", "C", "C", "O", "C", "H", "H", "H", "H", "H", "H", "H", "H", "H", "H", "C", "O", "C", "C", "O", "C", "H", "H", "H", "H", "H", "H", "H", "H", "H", "H", "C", "O", "C", "C", "O", "C", "H", "H", "H", "H", "H", "H", "H", "H", "H", "H", "C", "O", "C", "C", "O", "C", "H", "H", "H", "H", "H", "H", "H", "H", "H", "H", "C", "O", "C", "C", "O", "C", "H", "H", "H", "H", "H", "H", "H", "H", "H", "H", "C", "O", "C", "C", "O", "C", "H", "H", "H", "H", "H", "H", "H", "H", "H", "H", "C", "O", "C", "C", "O", "C", "H", "H", "H", "H", "H", "H", "H", "H", "H", "H", "C", "O", "C", "C", "O", "C", "H", "H", "H", "H", "H", "H", "H", "H", "H", "H", "C", "O", "C", "C", "O", "C", "H", "H", "H", "H", "H", "H", "H", "H", "H", "H", "C", "O", "C", "C", "O", "C", "H", "H", "H", "H", "H", "H", "H", "H", "H", "H"],
  "xyz": [[12.41201, 5.98780, -17.25622], [8.79013, 7.84761, -10.62030], [8.90112, 5.35104, -15.69209], [8.83552, 4.11484, -15.21905], [9.48042, 5.25395, -16.85951], [7.73976, 6.02224, -15.69105], [10.02468, 6.34976, -14.35971], [9.17786, 6.97363, -13.40178], [10.80408, 5.24889, -13.82665], [10.94451, 7.28112, -15.53583], [10.79212, 8.69662, -14.93507], [9.49371, 9.26421, -15.19515], [11.24167, 8.94891, -13.56986], [12.04414, 9.71976, -16.09711], [11.40830, 9.84864, -17.31515], [12.24234, 11.02508, -15.67020], [13.22537, 9.09665, -16.20581], [12.73284, 12.26436, -19.41361], [13.13458, 13.61752, -19.50091], [14.12845, 13.76152, -20.43412], [14.42582, 15.31004, -20.34688], [13.62762, 16.21475, -21.08834], [13.91848, 16.49073, -22.38105], [13.47346, 11.48226, -19.58060], [11.97812, 12.17307, -20.19472], [12.08214, 11.94849, -18.59819], [13.67022, 13.56655, -21.40371], [15.06335, 13.24434, -20.21827], [15.43411, 15.23405, -20.75391], [14.59645, 15.63560, -19.32073], [13.60208, 15.68775, -23.04679], [14.98112, 16.72185, -22.45503], [13.31515, 17.36748, -22.61637], [7.45243, 2.27504, -17.41832], [8.76884, 2.02510, -17.85448], [9.14289, 0.65585, -17.73655], [9.52764, 0.19273, -16.32729], [8.48144, 0.06064, -15.31182], [9.10431, 0.15919, -13.98326], [7.05145, 3.23433, -17.74556], [7.29511, 2.21331, -16.34150], [6.83324, 1.52566, -17.91138], [10.06690, 0.60405, -18.31241], [8.51080, 0.07835, -18.41113], [10.35393, 0.83914, -16.03147], [9.93400, -0.81861, -16.33954], [9.49176, 1.17475, -13.90187], [9.71558, -0.67750, -13.64504], [8.29024, 0.26798, -13.26662], [2.30333, 3.12376, -17.87896], [3.19502, 4.18828, -18.16757], [4.28942, 3.73612, -18.90695], [5.07160, 4.93202, -19.39966], [5.51493, 5.69305, -18.31366], [6.61294, 6.52938, -18.60616], [1.55797, 3.51510, -17.18658], [2.77967, 2.23188, -17.47183], [1.78426, 2.81931, -18.78779], [3.85020, 3.04955, -19.63071], [4.90198, 3.01797, -18.36189], [4.51227, 5.70509, -19.92656], [5.91374, 4.69919, -20.05136], [6.48150, 7.09271, -19.53001], [7.51863, 5.93027, -18.70042], [6.81391, 7.14148, -17.72693], [15.07328, 3.03637, -16.72849], [15.05908, 4.36833, -17.28725], [16.13387, 5.21441, -16.86039], [16.23675, 6.47306, -17.68041], [15.00957, 7.16885, -17.64876], [14.97277, 8.26756, -18.57337], [16.02342, 2.55158, -16.95277], [14.16399, 2.55810, -17.09259], [14.93299, 3.11205, -15.65020], [17.08061, 4.67661, -16.91091], [15.90337, 5.32486, -15.80078], [16.41227, 6.12850, -18.69951], [17.20459, 6.95331, -17.53632], [13.93057, 8.54849, -18.42176], [15.08898, 8.03694, -19.63233], [15.75454, 8.97253, -18.29056], [11.70562, 3.84095, -19.97122], [12.66530, 4.83661, -19.72999], [12.79157, 5.83521, -20.70554], [11.50784, 6.73353, -20.81830], [11.14735, 6.94457, -19.46384], [10.01274, 7.71858, -19.23973], [10.70918, 4.27918, -19.91517], [11.76783, 3.20167, -19.09056], [12.02853, 3.33424, -20.88066], [13.06862, 5.38647, -21.65946], [13.64424, 6.43651, -20.39009], [10.79166, 6.16364, -21.41024], [11.67605, 7.68866, -21.31581], [9.05610, 7.43886, -19.68099], [10.10022, 8.75238, -19.57394], [9.67422, 7.75558, -18.20429], [10.20059, 16.05459, -15.59753], [10.32220, 15.03944, -16.65655], [10.51936, 13.71538, -16.30485], [9.32361, 13.03525, -15.61074], [8.11530, 13.21144, -16.34710], [6.99685, 12.58553, -15.77838], [11.06480, 16.32666, -14.99156], [9.41388, 15.79893, -14.88773], [9.83558, 16.95673, -16.08845], [11.42043, 13.68882, -15.69209], [10.70461, 13.03280, -17.13424], [9.24244, 13.49446, -14.62553], [9.46897, 11.96351, -15.47527], [7.26922, 11.77940, -15.09714], [6.26795, 12.23585, -16.50949], [6.51215, 13.37674, -15.20640], [8.63652, 4.43016, -11.33171], [7.48675, 5.07141, -10.88014], [6.37851, 4.90902, -11.79940], [5.33606, 5.93421, -11.30272], [5.97008, 7.18645, -11.21448], [5.27283, 8.18763, -10.50819], [8.49702, 3.60191, -10.63700], [9.49436, 5.00122, -10.97659], [8.64565, 4.04822, -12.35256], [5.94911, 3.91124, -11.70927], [6.66744, 4.99895, -12.84655], [4.88829, 5.62040, -10.35979], [4.52807, 6.17648, -11.99305], [5.08677, 8.10032, -9.43773], [4.27475, 8.32955, -10.92263], [5.92254, 9.06077, -10.56816], [13.77006, -1.21185, -15.55207], [14.42633, -1.11880, -14.30606], [13.50777, -0.53403, -13.33817], [13.32955, 1.00040, -13.33890], [12.42717, 1.41111, -14.40334], [12.01121, 2.74664, -14.28662], [12.75903, -1.55158, -15.32738], [14.34723, -1.84558, -16.22540], [13.64993, -0.21257, -15.97055], [13.92480, -0.76697, -12.35842], [12.56178, -1.06409, -13.22746], [14.30559, 1.46521, -13.47816], [12.85216, 1.33831, -12.41911], [12.74176, 3.49671, -14.58959], [11.58802, 3.08980, -13.34256], [11.18271, 2.94066, -14.96783], [11.95742, 9.36105, -10.30033], [11.31808, 8.08189, -10.12484], [11.89780, 7.50350, -8.91623], [11.25303, 6.12689, -8.60870], [9.87318, 6.34664, -8.58006], [9.06959, 5.38200, -7.94189], [11.33750, 9.92547, -10.99692], [13.02109, 9.31234, -10.53342], [12.19352, 10.04007, -9.48100], [11.63806, 8.13734, -8.06837], [12.98746, 7.50624, -8.94353], [11.64624, 5.71142, -7.68088], [11.57442, 5.48972, -9.43262], [9.50323, 5.16258, -6.96622], [9.05813, 4.53025, -8.62195], [8.03250, 5.71701, -7.92394], [2.40541, 7.73359, -18.09528], [2.86272, 8.57377, -17.03706], [3.99517, 9.36133, -17.27540], [4.59921, 9.80524, -15.87991], [5.01457, 8.64176, -15.10219], [5.90464, 8.86921, -14.04210], [3.06950, 6.94702, -18.45362], [2.32291, 8.39154, -18.96038], [1.35193, 7.46647, -18.01222], [3.61300, 10.26741, -17.74557], [4.76186, 8.87767, -17.88067], [3.83404, 10.31762, -15.29674], [5.48596, 10.41636, -16.04818], [6.70738, 9.54589, -14.33499], [6.62683, 8.07834, -13.83945], [5.37241, 9.18245, -13.14391]],
  "e_lumo_ev": [-3.94, -9.93],
  "orbital_gap_ha": [0.312, 0.091],
  "homo_energy_ev": [-12.416, -12.415],
  "charge": 2,
  "largest_force_ev_per_a": 4.91,
  "multiplicity": 2,
  "energy_ev": -166399.7118
}